# 1
9 unconnected molecules or ions with the total composition C38H89NO16S at a distorted geometry, computed with ωB97M-V/def2-TZVPD.

XYZ file:
```
145
Properties=species:S:1:pos:R:3:forces:R:3:mulliken_charge:R:1
C 1.1703 0.4908 -0.4776 -0.007 -0.271 -0.144 -1.1470
C 1.4138 0.0960 -1.7786 -0.443 0.805 0.646 -0.8367
C 1.1951 0.9463 -3.0380 3.783 -0.919 -0.596 2.8095
C 2.3836 1.9392 -3.2767 -0.562 0.731 0.574 -2.5169
C 2.1515 3.4048 -2.8308 0.705 -0.565 -0.427 0.3052
C 1.7155 3.5945 -1.3798 0.637 1.719 -0.403 0.7064
C 1.8521 5.1222 -1.0301 -0.949 -1.173 -0.687 -0.9560
O 0.5558 5.7091 -1.0433 -0.035 0.331 0.316 -0.4525
O 1.4421 -0.0591 -4.1073 -1.074 -0.421 0.187 -0.7140
S 0.0964 -0.9068 -4.3114 0.651 -1.224 -1.053 1.1322
O 0.1928 -1.5102 -5.5900 -0.182 1.214 -1.187 -0.7157
O -0.2339 -1.8789 -3.3349 -0.140 0.769 1.556 -0.4264
O -0.8743 0.3674 -4.2083 1.252 -0.779 0.011 -0.1861
C -0.2472 1.3786 -3.3492 -3.082 0.958 1.190 -0.1319
C -1.2160 1.4054 -2.1374 0.065 -0.519 -0.161 -0.5492
C -2.5925 1.9531 -2.5211 -0.047 0.556 1.006 -0.2383
C -3.6318 1.4196 -1.5052 0.995 2.062 -1.090 0.1479
N -4.3565 2.3989 -0.7466 0.438 -0.461 -0.174 -0.6292
O -3.7965 0.2570 -1.4314 -0.928 -2.033 0.497 -0.4836
O -0.4615 2.6198 -3.9777 0.786 -0.981 -0.381 0.2665
C -0.5763 2.5744 -5.3939 0.522 1.815 -0.663 -0.7527
C -0.3688 4.0427 -5.9447 -0.080 -0.042 -0.056 0.3973
C 0.7217 4.1127 -7.0302 -0.586 0.161 -0.026 -1.5742
O -0.1714 4.9895 -4.9033 0.372 -0.027 -0.121 -0.4891
H 1.7620 1.1890 0.1061 -1.246 1.562 -0.677 0.2777
H 0.3154 0.0326 0.0319 1.445 -1.523 0.897 0.2753
H 1.8492 -0.9071 -1.9096 -2.135 -0.397 -0.510 0.4760
H 2.7156 1.8522 -4.3146 -0.318 0.250 -0.047 0.4781
H 3.2184 1.5582 -2.6835 -0.118 -0.138 -0.005 0.7248
H 1.5006 3.9068 -3.5454 -0.297 -0.042 0.362 -1.0038
H 3.1177 3.9160 -2.9292 0.058 -0.234 -0.062 1.0294
H 0.6627 3.3716 -1.2235 0.145 -0.370 0.226 -0.2953
H 2.3852 3.0781 -0.6916 -0.231 -0.434 -0.154 0.1471
H 2.4613 5.6010 -1.8006 0.332 0.091 0.390 0.3559
H 2.2871 5.1935 -0.0330 -0.066 0.469 -0.055 0.3600
H 0.3892 6.1639 -1.8778 0.046 0.007 0.102 0.2519
H -1.3756 0.3737 -1.8109 0.294 0.043 -0.012 0.5500
H -0.8071 1.9495 -1.2835 0.057 0.037 -0.150 0.1359
H -2.9383 1.6347 -3.5062 0.163 -0.097 0.027 0.2581
H -2.5820 3.0447 -2.4864 0.037 -0.065 -0.277 0.0554
H -3.7503 3.2105 -0.6809 -0.385 0.249 -0.161 0.2839
H -5.1751 2.6434 -1.2999 -0.167 0.061 0.407 0.2853
H -1.5777 2.2905 -5.7210 0.106 -0.514 0.246 0.1186
H 0.1953 1.9657 -5.8702 -0.209 -0.360 0.243 0.2954
H -1.3005 4.3545 -6.4270 -0.044 -0.134 0.125 0.5033
H 0.2177 4.0382 -7.9966 0.269 -0.233 -0.067 0.3861
H 1.4753 3.3281 -6.9544 0.041 0.126 0.086 0.3759
H 1.1871 5.1026 -7.0328 0.085 -0.108 0.077 0.4072
H 0.7321 5.3168 -4.9820 -0.155 0.016 0.137 0.1702
C 2.3115 -4.3435 0.7246 0.162 0.156 0.141 -1.3138
C 1.2903 -3.5642 -0.0888 0.044 -0.646 -0.190 0.7659
C 0.0775 -4.4204 -0.4175 -0.232 0.152 -0.027 -1.3167
O 1.8840 -3.0973 -1.2993 0.188 0.298 0.088 -0.4799
H 2.6758 -5.2112 0.1669 -0.140 -0.043 -0.013 0.3705
H 3.1806 -3.7226 0.9475 -0.054 0.039 0.044 0.3641
H 1.8799 -4.6904 1.6654 0.024 -0.028 -0.010 0.1946
H 0.9762 -2.6802 0.4690 0.066 0.105 -0.141 0.1438
H 0.3686 -5.2878 -1.0171 0.074 -0.032 0.090 0.3592
H -0.6429 -3.8511 -1.0065 0.020 0.036 0.038 0.2483
H -0.4143 -4.7745 0.4904 0.014 -0.027 -0.014 0.3735
H 2.1674 -3.8633 -1.8116 -0.083 0.029 0.029 0.2968
C -3.1445 8.7306 -1.5193 0.125 0.172 0.087 -1.2951
C -2.4887 8.2310 -2.7974 -0.447 -0.375 0.244 0.3212
C -3.5116 7.6223 -3.7442 0.074 0.025 -0.239 -1.1818
O -1.4940 7.2598 -2.4795 0.259 0.117 -0.090 -0.4232
H -3.6249 7.9062 -0.9844 -0.067 -0.016 -0.095 0.3176
H -2.3981 9.1560 -0.8474 0.004 0.028 -0.047 0.3135
H -3.8970 9.4919 -1.7320 -0.016 -0.027 0.017 0.4215
H -1.9764 9.0568 -3.2931 0.149 -0.092 0.018 0.2730
H -4.0033 6.7624 -3.2795 -0.037 0.076 0.088 0.2921
H -3.0248 7.2614 -4.6512 0.022 0.046 0.011 0.2574
H -4.2755 8.3502 -4.0230 -0.020 -0.030 0.019 0.4005
H -1.9310 6.5206 -2.0400 0.056 0.033 -0.010 0.2398
C -3.4228 1.5224 3.7436 -0.025 -0.195 0.087 -1.2464
C -1.9784 1.8373 3.3851 -0.479 0.415 -0.204 0.4021
C -1.6853 3.3237 3.5234 0.222 0.023 0.045 -1.3625
O -1.7137 1.4172 2.0477 0.303 -0.180 -0.054 -0.3576
H -4.1098 2.0470 3.0738 0.047 0.083 0.025 0.3370
H -3.6203 0.4552 3.6319 0.041 0.002 0.027 0.2959
H -3.6480 1.8138 4.7712 -0.015 0.013 -0.017 0.3964
H -1.3077 1.2699 4.0322 0.070 -0.079 -0.156 0.3262
H -2.3179 3.9059 2.8469 -0.097 -0.045 0.058 0.3142
H -0.6494 3.5360 3.2554 0.003 -0.034 0.044 0.3230
H -1.8592 3.6686 4.5441 -0.018 0.023 -0.023 0.4027
H -2.3001 1.9105 1.4618 -0.072 -0.077 0.099 0.1863
C -3.9142 -3.3372 -4.2921 -0.049 -0.164 0.034 -0.8531
C -5.0673 -2.3679 -4.5084 0.590 0.245 0.135 0.3510
C -4.7042 -1.3016 -5.5323 -0.179 0.082 -0.123 -0.7648
O -5.4139 -1.7490 -3.2728 -0.277 -0.069 -0.114 -0.5469
H -3.0337 -2.8122 -3.9101 0.001 0.054 -0.097 -0.0311
H -4.1838 -4.0910 -3.5510 -0.049 -0.004 -0.039 0.3118
H -3.6408 -3.8423 -5.2205 0.036 0.014 0.014 0.3801
H -5.9494 -2.9154 -4.8458 -0.075 0.061 0.117 0.3156
H -3.8479 -0.7133 -5.1872 0.076 -0.123 0.008 -0.1437
H -5.5354 -0.6081 -5.6729 -0.029 -0.058 -0.014 0.3144
H -4.4535 -1.7461 -6.4972 0.040 0.031 0.008 0.3945
H -4.6414 -1.2597 -2.9640 -0.004 0.000 0.176 0.3449
C 6.7312 3.1320 -1.5593 -0.191 0.011 0.125 -1.3122
C 6.3115 2.7473 -2.9700 0.644 0.257 0.080 0.9054
C 7.4623 2.1143 -3.7367 -0.090 -0.168 -0.147 -1.4647
O 5.8497 3.9009 -3.6706 -0.367 -0.024 -0.048 -0.5140
H 7.5419 3.8656 -1.5844 0.065 -0.081 -0.056 0.3525
H 5.8987 3.5932 -1.0249 -0.020 -0.057 -0.009 0.2996
H 7.0680 2.2611 -0.9948 0.020 0.024 0.001 0.3670
H 5.4731 2.0508 -2.9220 -0.084 0.108 -0.111 0.0417
H 8.2946 2.8173 -3.8324 0.005 0.004 0.127 0.3516
H 7.1485 1.8500 -4.7474 -0.038 -0.037 0.039 0.3616
H 7.8236 1.2139 -3.2373 0.029 0.020 -0.009 0.3704
H 6.5793 4.5294 -3.7207 -0.031 -0.055 0.012 0.3297
C 0.3929 -3.9515 4.9367 0.271 0.208 -0.195 -1.1940
C 1.6178 -4.7738 5.3082 -0.586 0.050 0.388 0.5423
C 1.2257 -6.1327 5.8662 0.214 -0.154 0.005 -1.0321
O 2.3940 -4.0637 6.2764 0.326 0.011 -0.140 -0.5833
H -0.2307 -3.7667 5.8108 -0.045 -0.167 -0.007 0.3234
H 0.6914 -2.9758 4.5459 0.070 -0.063 -0.073 0.3470
H -0.2109 -4.4593 4.1832 -0.071 0.010 0.065 0.2916
H 2.2507 -4.9092 4.4292 0.175 0.086 0.123 0.1450
H 0.6279 -6.0191 6.7761 -0.113 0.091 -0.088 0.2931
H 2.1127 -6.7073 6.1356 -0.004 -0.031 -0.115 0.1138
H 0.6473 -6.7068 5.1402 -0.023 -0.002 0.035 0.3896
H 1.8430 -3.9394 7.0577 -0.014 -0.013 -0.083 0.3553
C 5.3344 -7.5428 8.1948 0.007 0.224 -0.076 -1.3192
C 3.9247 -8.1071 8.1114 0.507 -0.446 0.057 0.6091
C 3.7198 -9.2348 9.1117 -0.223 -0.011 0.054 -1.4272
O 3.6754 -8.5853 6.7896 -0.236 0.165 -0.054 -0.5693
H 6.0734 -8.3151 7.9623 -0.045 -0.066 0.099 0.3268
H 5.4681 -6.7412 7.4675 -0.058 0.027 0.042 0.3359
H 5.5451 -7.1490 9.1906 0.025 -0.020 -0.010 0.3737
H 3.2009 -7.3129 8.3006 -0.059 -0.022 -0.173 0.2828
H 4.4074 -10.0607 8.9084 0.091 0.077 0.021 0.3500
H 2.7076 -9.6345 9.0353 -0.008 0.058 0.016 0.3435
H 3.8829 -8.8913 10.1347 0.020 -0.028 -0.005 0.3644
H 4.3074 -9.2893 6.6043 -0.026 0.053 0.029 0.3393
C -4.1944 -2.6397 6.7236 0.131 0.171 0.089 -1.3940
C -3.5056 -3.1704 5.4754 -0.493 -0.388 0.254 0.6544
C -4.5102 -3.7634 4.4997 0.087 0.016 -0.207 -1.3832
O -2.5450 -4.1626 5.8401 0.069 0.109 -0.026 -0.4534
H -4.7142 -3.4455 7.2496 -0.069 -0.015 -0.101 0.3494
H -3.4620 -2.2244 7.4175 0.005 0.037 -0.049 0.3319
H -4.9195 -1.8627 6.4756 -0.015 -0.023 0.019 0.3889
H -2.9550 -2.3633 4.9892 0.159 -0.102 0.023 0.1637
H -5.0399 -4.6049 4.9555 -0.041 0.078 0.087 0.3558
H -4.0025 -4.1462 3.6137 0.010 0.068 -0.005 0.3324
H -5.2446 -3.0196 4.1863 -0.014 -0.028 0.003 0.3870
H -3.0145 -4.8859 6.2722 -0.016 0.061 -0.042 0.2764
```
Forces are in eV/Å.

Its SMILES is C=C[C@@]1(CCCCO)OS(=O)(=O)O[C@]1(CCC(N)=O)OC[C@H](C)O.CC(C)O.CC(C)O.CC(C)O.CC(C)O.CC(C)O.CC(C)O.CC(C)O.CC(C)O. As for the charge: 0. Its HOMO energy is -7.6 eV. The calculation puts the LUMO energy at -0.1 eV. The calculation puts the HOMO-LUMO gap at 0.275 Eh.



# 2
A molecular structure, C34H56CdN3OP2 at a distorted geometry, computed with ωB97M-V/def2-TZVPD.

XYZ file:
```
97
Properties=species:S:1:pos:R:3:forces:R:3:mulliken_charge:R:1
C -2.5463 0.9382 -1.4154 -0.524 0.037 -0.487 -0.9252
C -2.9244 -1.2493 -0.6055 0.794 -0.462 0.408 -0.3540
C -3.6926 0.8888 -2.2075 0.819 0.884 0.266 -0.8274
C -4.1747 -1.2711 -1.2805 -0.421 0.437 -0.334 -1.0396
C -4.5418 -0.2129 -2.0900 0.054 -0.839 0.464 -0.7689
H -3.9023 1.7259 -2.8679 -0.145 -0.155 0.131 0.5148
H -4.7832 -2.1645 -1.1650 -0.011 0.226 -0.140 0.5188
H -5.4804 -0.2289 -2.6399 0.167 -0.091 0.091 0.4132
N -2.1816 -0.0886 -0.6414 0.099 0.025 -0.058 0.6423
P -0.7692 2.5330 0.1425 -0.313 0.146 -0.236 -0.4331
P -0.7314 -2.5818 0.5135 -0.580 0.067 -0.303 -0.2015
C -1.6597 2.1980 -1.4459 0.049 -0.248 -0.306 -0.9850
H -0.9170 2.0797 -2.2510 -0.193 -0.034 0.310 0.6166
H -2.2666 3.0753 -1.7145 0.128 -0.366 -0.014 0.4780
C -2.4167 -2.4021 0.0551 -0.515 0.595 0.335 -1.1841
H -3.1301 -3.2025 0.2450 0.218 0.028 -0.319 0.1864
C 0.0849 -3.5007 -0.9573 0.126 -0.055 0.644 2.1716
C -0.6935 -3.6352 2.0975 0.175 0.188 -0.634 1.9637
C 0.7630 3.6264 -0.2612 -0.465 -0.056 0.132 2.4860
C -2.1350 3.4496 1.0930 0.546 0.110 -0.084 1.9433
C 1.6085 -3.3261 -0.8559 0.035 -0.228 -0.120 -0.9963
H 2.0103 -3.7100 0.0893 -0.049 0.061 -0.245 0.2347
H 2.0825 -3.8884 -1.6744 0.033 0.127 0.147 0.5889
H 1.8937 -2.2704 -0.9493 -0.077 -0.237 0.026 -0.4465
C -0.2951 -4.9854 -0.9528 0.246 -0.159 -0.341 -1.9534
H 0.1251 -5.5370 -0.1032 -0.130 0.169 -0.226 0.3221
H -1.3836 -5.1255 -0.9802 0.235 0.074 0.044 0.3666
H 0.1187 -5.4430 -1.8651 -0.122 0.018 0.166 0.5249
C -0.4037 -2.8888 -2.2791 -0.119 0.002 0.107 -1.5648
H 0.0889 -3.4146 -3.1124 -0.067 0.110 0.208 0.5582
H -1.4875 -3.0118 -2.3993 0.257 0.088 0.071 0.3386
H -0.1584 -1.8226 -2.3536 -0.158 -0.189 0.030 0.0004
C 0.7416 -4.1317 2.3448 -0.098 -0.165 0.233 -1.7450
H 1.4650 -3.3037 2.3522 -0.169 -0.171 -0.011 0.2109
H 0.7738 -4.6088 3.3354 0.054 0.075 -0.188 0.5263
H 1.0648 -4.8827 1.6139 -0.083 0.229 0.179 0.2593
C -1.1101 -2.7462 3.2800 -0.042 -0.164 0.020 -1.7739
H -0.4527 -1.8785 3.4046 0.004 -0.125 -0.056 0.0846
H -2.1486 -2.4063 3.1910 0.201 -0.048 -0.081 0.2781
H -1.0374 -3.3506 4.1976 -0.032 0.180 -0.178 0.6034
C -1.6761 -4.8086 2.0213 0.043 -0.242 0.212 -1.7975
H -1.4501 -5.5145 1.2160 -0.085 0.224 0.255 0.2552
H -1.6079 -5.3599 2.9703 -0.101 0.041 -0.156 0.5300
H -2.7104 -4.4638 1.9076 0.245 -0.054 0.041 0.3497
C -1.6068 3.6969 2.5175 -0.233 0.213 0.012 -1.3257
H -2.3657 4.2734 3.0677 0.231 -0.150 -0.002 0.5420
H -1.4431 2.7549 3.0558 -0.010 0.318 -0.103 0.0756
H -0.6731 4.2740 2.5290 -0.259 -0.185 0.040 0.1553
C -3.3914 2.5587 1.1640 0.123 -0.036 0.034 -1.7027
H -3.8992 2.4967 0.1932 0.142 -0.100 0.251 0.3476
H -3.1650 1.5446 1.5190 -0.238 0.288 -0.310 0.1308
H -4.0915 3.0162 1.8796 0.178 -0.100 -0.159 0.6148
C -2.5476 4.7727 0.4303 -0.130 0.275 0.307 -1.7097
H -3.4985 5.0903 0.8838 0.170 -0.038 -0.160 0.5222
H -1.8271 5.5777 0.6076 -0.264 -0.256 -0.046 0.4134
H -2.7150 4.6759 -0.6492 0.014 0.047 0.257 0.1947
C 1.0875 3.5623 -1.7592 0.106 -0.020 -0.107 -1.4961
H 0.2883 4.0057 -2.3696 0.205 -0.139 0.146 0.3209
H 2.0033 4.1469 -1.9429 -0.208 -0.143 0.059 0.6273
H 1.2747 2.5343 -2.0997 -0.136 0.428 0.127 -0.2662
C 1.9382 3.0487 0.5496 0.002 0.048 -0.041 -1.8338
H 2.1389 2.0016 0.2905 -0.053 0.206 0.066 0.0455
H 2.8435 3.6351 0.3323 -0.180 -0.121 0.069 0.6223
H 1.7492 3.1084 1.6308 0.031 -0.022 -0.223 0.3044
C 0.5820 5.0984 0.1195 0.276 0.267 -0.118 -2.0378
H -0.1796 5.5915 -0.4959 0.225 -0.145 0.194 0.3949
H 0.3555 5.2433 1.1834 0.027 -0.002 -0.365 0.3181
H 1.5343 5.6141 -0.0794 -0.191 -0.095 0.070 0.5434
Cd -0.2511 -0.0182 0.7057 -0.286 -0.471 -0.363 7.2803
C -1.6524 0.3773 2.7233 -1.901 -0.469 3.315 -0.6424
O -2.2303 0.3581 3.7142 1.457 0.099 -2.599 -0.2585
N 1.0977 0.1163 -1.2016 1.862 0.106 -2.780 -0.5344
C 1.7340 0.0835 -2.1824 -0.650 -0.171 1.791 -1.1559
C 2.6495 -0.0407 -3.3647 -0.121 0.088 -0.213 1.9595
C 2.0931 -1.1011 -4.3123 -0.459 -0.448 -0.009 -1.5199
C 2.7323 1.2973 -4.0998 -0.151 0.495 0.065 -1.8162
C 4.0386 -0.4450 -2.8757 0.229 -0.119 0.603 -1.5752
H 2.0539 -2.0831 -3.8201 -0.017 0.255 -0.178 0.1901
H 1.0776 -0.8323 -4.6337 0.238 -0.140 0.014 0.3873
H 2.7297 -1.1837 -5.2027 -0.090 0.106 0.272 0.4796
H 3.1684 2.0705 -3.4542 -0.098 -0.124 -0.204 0.3762
H 3.3653 1.1937 -4.9918 -0.171 -0.068 0.282 0.4737
H 1.7350 1.6256 -4.4194 0.238 -0.004 0.011 0.3696
H 4.7289 -0.5118 -3.7262 -0.249 0.030 0.162 0.4133
H 4.4286 0.2979 -2.1656 -0.018 -0.195 -0.198 0.3857
H 4.0057 -1.4210 -2.3720 0.058 0.217 -0.141 0.3385
C 3.6692 0.1541 4.0350 -0.258 -0.014 -0.244 -0.5167
C 2.5122 0.9011 4.2502 -0.351 0.005 -0.085 -0.8354
C 1.4360 0.7597 3.3744 0.624 -0.530 -0.498 -0.3245
N 1.5033 -0.0339 2.2785 0.642 0.167 0.619 -0.0060
C 2.6342 -0.7454 2.0537 -0.406 0.640 0.494 -0.3463
C 3.7224 -0.6873 2.9249 -0.157 -0.085 -0.229 -0.6811
H 4.5116 0.2264 4.7183 -0.153 -0.003 -0.137 0.4042
H 2.4146 1.5941 5.0832 0.108 -0.241 -0.095 0.4842
H 0.4928 1.2928 3.5427 0.483 -0.119 -0.125 0.2277
H 2.6618 -1.3620 1.1492 -0.117 0.198 0.342 0.1861
H 4.5933 -1.3037 2.7092 -0.146 0.206 0.124 0.4851
```
Forces are in eV/Å.

As for the charge: +1. Its HOMO energy is -8.4 eV. The calculation puts the LUMO energy at -2.4 eV. The calculation puts the HOMO-LUMO gap at 0.220 Eh.



# 3
A gas-phase ion, C6H7ClO4 (charge -2) at a distorted geometry, computed with ωB97M-V/def2-TZVPD.

XYZ file:
```
18
Properties=species:S:1:pos:R:3:forces:R:3:mulliken_charge:R:1
C 0.5858 -0.5026 0.9881 -3.350 1.052 -1.400 -1.9366
C -0.5010 0.3500 0.3102 2.623 3.045 -0.819 0.7321
C -0.3745 0.5703 -1.2211 -2.115 -2.649 1.710 -1.8147
C -0.6127 1.7516 0.9469 -1.912 -1.513 1.362 -0.6356
Cl 0.9055 2.7074 0.9120 0.123 -0.036 0.084 -0.2939
C -1.3377 1.7157 2.2571 0.384 1.434 0.072 0.4963
O -1.3555 2.6858 3.0536 0.160 -0.585 -0.263 -0.7833
O -2.0542 0.6095 2.4974 -0.439 -0.438 0.397 -0.5347
C -3.1684 0.2983 3.8299 3.151 -1.348 0.829 0.6458
O -2.6118 -0.3460 4.7097 0.333 0.615 -0.760 -0.6427
O -4.2648 0.6138 3.5628 -2.477 1.291 -1.185 -0.5559
H 0.4593 -1.4892 0.7628 -0.020 -3.057 -1.020 0.4189
H 1.4671 -0.1394 0.7031 3.971 1.252 -0.887 0.5417
H 0.4164 -0.4348 1.9926 -0.201 0.443 2.818 0.5390
H -1.3894 -0.0791 0.5229 -2.973 -1.271 0.587 0.4201
H 0.5719 0.4713 -1.5203 4.211 -0.375 -1.142 0.4707
H -0.6664 1.5039 -1.5145 -1.058 2.544 -0.407 0.5916
H -0.9161 -0.1466 -1.8371 -0.410 -0.402 0.025 0.3410
```
Forces are in eV/Å.

Its SMILES is CC(C)/C(Cl)=C(/[O-])OC(=O)[O-]. As for the charge: -2. Its HOMO energy is 1.3 eV. The calculation puts the LUMO energy at 6.0 eV. As for the energy relative to the best compared isomer or geometry (same formula, charge and spin): 38.7 kJ/mol. The calculation puts the HOMO-LUMO gap at 0.170 Eh.



Short version: molecular weight = 848.2 697.2 178.6 g/mol, in the order given.